This record from OMol25 describes a 2-piece molecular cluster, C20H29BNO2 overall. The level of theory is ωB97M-V/def2-TZVPD.

Calculated values
- HOMO level: -0.40300 hartree
- Charge: +1

XYZ file:
```
53
Properties=species:S:1:pos:R:3:forces:R:3:lowdin_charge:R:1
C -10.4375 2.2089 2.2859 0.13 0.20 -0.27 -0.0357
O -10.1738 3.2642 1.3313 0.86 0.65 0.34 -0.0655
C -9.1463 4.1376 1.4962 -0.32 -0.37 -0.17 -0.2288
C -9.0900 5.2003 0.5515 -0.12 -0.57 0.61 0.0212
C -8.1273 6.1677 0.6747 0.19 0.26 0.11 -0.0084
C -7.1358 6.1169 1.6978 -0.19 -0.53 0.15 -0.2125
C -6.0974 7.1003 1.7543 0.57 -0.22 0.09 0.0284
C -4.9694 7.0202 2.5686 0.02 -0.61 -0.45 -0.0949
C -4.1518 8.0883 2.9398 -0.39 0.25 0.56 0.0309
C -3.3709 8.0765 4.1467 0.57 -0.38 -0.01 -0.2027
C -3.0852 9.2640 4.8892 0.01 -0.25 -0.33 0.0078
C -2.3766 9.2160 6.0686 0.37 -0.53 0.00 0.0250
C -1.8362 7.9854 6.5242 -0.18 -0.11 0.48 -0.2330
O -1.0533 8.0274 7.6309 -0.57 -0.43 -0.90 -0.0563
C -0.4637 6.7962 8.1226 -0.25 0.22 -0.15 -0.0376
C -2.1699 6.7900 5.8522 0.21 0.16 -0.24 0.0087
C -2.8831 6.8470 4.6677 -0.11 0.29 0.21 0.0049
C -7.2199 5.0444 2.6369 0.02 0.27 -0.38 0.0046
C -8.1794 4.0517 2.5234 -0.16 0.10 -0.01 0.0103
H -11.3589 1.7677 1.9032 0.18 -0.04 0.24 0.0993
H -9.6350 1.4592 2.2804 -0.16 0.23 -0.01 0.0997
H -10.5957 2.5976 3.3026 0.08 0.01 -0.36 0.1024
H -9.8521 5.2164 -0.2196 0.12 0.12 0.06 0.1298
H -8.1395 7.0153 -0.0123 0.12 -0.25 0.09 0.1258
H -6.1868 7.9370 1.0691 -0.16 0.29 0.21 0.1310
H -4.7286 6.0332 2.9710 -0.38 0.44 0.37 0.1014
H -4.2278 9.0387 2.4115 -0.25 -0.09 0.13 0.1388
H -3.4480 10.2234 4.5225 0.03 -0.20 0.08 0.1267
H -2.1704 10.0939 6.6670 -0.03 0.07 -0.16 0.1287
H 0.1298 7.1336 8.9699 -0.04 -0.25 -0.06 0.0986
H -1.2377 6.0788 8.4433 0.24 0.38 -0.04 0.1012
H 0.1789 6.3185 7.3676 -0.18 0.30 0.16 0.1027
H -1.8357 5.8330 6.2418 0.03 0.19 -0.20 0.1105
H -3.0311 5.9303 4.0966 -0.02 0.20 0.27 0.1178
H -6.5311 5.0408 3.4831 -0.20 -0.18 -0.27 0.1184
H -8.2049 3.2240 3.2345 -0.04 0.36 -0.18 0.1170
C -1.2070 6.0592 -2.0195 -0.31 -0.05 0.20 -0.0310
N -2.1814 6.3475 -0.9159 -0.45 -0.59 -0.30 -0.4247
C -3.4806 6.7023 -1.5760 0.22 -0.14 0.10 -0.0405
C -2.3633 5.0654 -0.1594 -0.03 0.19 -0.18 -0.0425
B -1.7214 7.5133 0.0790 -0.06 0.63 0.71 -0.3673
H -2.6144 7.6258 0.9606 0.41 -0.21 -0.57 0.0253
H -1.6390 5.2389 -2.6203 0.36 0.34 0.10 0.1025
H -1.0842 6.9560 -2.6345 0.04 -0.20 0.21 0.1061
H -0.2519 5.7486 -1.5846 -0.22 0.17 -0.11 0.1052
H -3.7905 5.8293 -2.1728 -0.11 0.40 0.12 0.0994
H -4.2349 6.9383 -0.8066 0.41 -0.11 -0.33 0.0871
H -3.3122 7.5720 -2.2299 -0.13 -0.34 0.36 0.1073
H -2.7689 4.3239 -0.8665 0.13 0.06 0.41 0.0990
H -1.3805 4.7402 0.2159 -0.47 0.17 -0.09 0.1065
H -3.0606 5.2267 0.6802 0.34 -0.02 -0.42 0.0890
H -0.6687 7.1842 0.5926 -0.13 -0.05 -0.15 0.0314
H -1.6407 8.5505 -0.5537 0.01 -0.24 -0.03 0.0314
```
Positions in Å, forces in eV/Å.



This record from OMol25 describes C20H29CaClNO2S5Se2 as an isolated structure. The level of theory is ωB97M-V/def2-TZVPD.

Calculated values
- HOMO level: -0.11501 hartree
- Charge: -1

XYZ file:
```
61
Properties=species:S:1:pos:R:3:forces:R:3:lowdin_charge:R:1
Ca 0.5138 0.6694 -1.0336 -0.20 -0.55 -0.31 0.7718
C -3.5723 2.7589 0.4197 0.08 0.04 0.06 -0.4159
Se -2.7158 2.1144 -1.1934 0.03 -0.12 -0.10 0.8556
C -3.8403 0.5359 -1.4303 0.22 -0.26 0.24 -0.5813
C -3.5989 -0.5552 -0.3855 0.18 0.17 -0.16 -0.5371
Se -1.8080 -1.4049 -0.7653 -0.46 0.36 0.16 0.8884
C -1.7716 -2.2642 0.9699 0.14 0.10 0.02 -0.3586
H -4.6203 2.9754 0.2282 -0.04 0.01 0.01 0.0205
H -3.0548 3.6785 0.6860 -0.04 0.02 0.06 0.0139
H -3.4732 2.0349 1.2271 0.00 0.04 0.00 0.0012
H -3.5756 0.1808 -2.4247 -0.03 -0.08 -0.13 0.0411
H -4.8732 0.8678 -1.4625 -0.18 0.06 0.04 0.0526
H -4.3832 -1.3171 -0.4192 0.04 0.04 -0.08 0.0575
H -3.5847 -0.1289 0.6249 0.04 -0.10 -0.12 0.0395
H -2.6687 -2.8652 1.0876 -0.05 -0.06 -0.01 0.0283
H -1.7297 -1.5124 1.7602 0.00 -0.03 -0.06 -0.0062
H -0.8934 -2.9003 1.0014 0.03 -0.03 0.03 0.0000
O 5.4429 5.3786 -0.0779 -0.43 -0.38 -0.15 -0.1142
C 4.5733 4.6164 -0.4604 0.33 0.31 0.07 -1.0556
S 2.8526 5.0089 -0.4919 0.04 -0.08 -0.02 0.8987
C 2.2529 3.4778 -1.1471 0.23 0.00 0.00 -1.1942
C 3.1881 2.5416 -1.4311 0.04 0.22 0.09 -1.2005
S 2.9954 0.9394 -2.1129 0.06 -0.01 -0.04 0.3587
S 4.8639 2.9895 -1.0697 -0.07 0.04 0.02 0.9098
S 0.5176 3.3850 -1.3679 -0.06 0.08 0.04 0.3341
C 1.1678 0.5117 4.1931 -0.08 -0.12 -0.01 -0.1182
C -0.2856 0.5265 3.7295 0.16 -0.10 -0.02 -0.3728
S -0.5425 1.1427 2.0491 -0.07 0.19 0.21 0.8958
O 0.6232 0.5990 1.2558 -0.09 0.04 0.13 -0.6624
C -0.2439 2.9199 2.2337 0.15 -0.02 0.05 -0.3832
C 1.2178 3.3254 2.3901 -0.11 0.00 -0.05 -0.1214
H 1.3032 -0.2513 4.9621 -0.03 0.05 -0.03 0.0761
H 1.4725 1.4673 4.6081 0.01 0.05 0.00 0.0592
H 1.8269 0.2666 3.3583 -0.05 0.01 0.03 0.0772
H -0.9507 1.1081 4.3716 0.02 -0.01 0.00 0.0889
H -0.6856 -0.4880 3.6731 0.03 0.00 0.05 0.0721
H -0.8970 3.2585 3.0457 0.05 -0.05 -0.06 0.0935
H -0.6221 3.3108 1.2890 -0.01 0.07 -0.08 0.0247
H 1.5703 3.2427 3.4151 0.00 -0.02 0.04 0.0599
H 1.3379 4.3588 2.0635 -0.03 -0.04 0.01 0.0620
H 1.8534 2.7180 1.7440 -0.03 0.01 0.00 0.0715
Cl 0.3228 -8.1126 0.1674 0.01 0.05 -0.01 0.5608
C 0.5098 -6.4047 -0.2040 0.02 0.05 0.03 -0.7097
C 1.0078 -5.5323 0.7515 0.02 0.21 -0.02 -0.1437
C 1.1516 -4.1832 0.4537 -0.01 -0.19 0.04 -0.0931
C 0.7987 -3.6365 -0.8119 0.03 0.39 0.14 -0.3823
C 0.8621 -2.2384 -1.0910 -0.15 -0.21 -0.14 -0.2444
C 0.3121 -4.5777 -1.7566 -0.05 -0.23 -0.03 -0.0708
C 0.1683 -5.9237 -1.4607 0.02 0.21 -0.11 -0.1420
H 1.2923 -5.9119 1.7273 -0.01 0.04 -0.05 0.0922
H 1.5657 -3.5178 1.2076 -0.03 -0.06 -0.04 0.1039
H 1.4499 -1.6236 -0.4195 0.41 -0.14 0.22 0.0045
H 0.9672 -1.9694 -2.1409 -0.01 0.01 -0.06 0.0232
H 0.0346 -4.2198 -2.7442 0.00 -0.05 0.06 0.1017
H -0.2103 -6.6109 -2.2087 0.00 0.04 0.00 0.0915
C 1.0319 0.9678 -5.5062 -0.10 -0.05 0.20 -0.0438
C 0.1897 0.6617 -4.3506 0.34 0.19 0.02 -0.2330
N -0.3949 0.4720 -3.3824 -0.18 -0.12 -0.28 0.0991
H 1.6006 0.0845 -5.7899 -0.02 -0.02 0.03 0.0885
H 1.7295 1.7515 -5.2086 -0.03 -0.03 0.07 0.0858
H 0.4280 1.3031 -6.3456 -0.06 0.00 0.00 0.0807
```
Positions in Å, forces in eV/Å.



This record from OMol25 describes C20H29CdF4N4O4S as an isolated structure. The level of theory is ωB97M-V/def2-TZVPD.

Calculated values
- HOMO level: -0.16772 hartree
- Charge: -1

XYZ file:
```
63
Properties=species:S:1:pos:R:3:forces:R:3:lowdin_charge:R:1
Cd -0.0906 0.1504 0.6094 -0.47 -0.39 -0.20 1.4321
C -4.3182 -0.7092 2.6050 -0.02 0.02 -0.03 -0.0812
C -3.0777 -0.1928 1.8793 0.00 0.00 0.01 -0.2460
N -1.9130 -1.0927 1.8980 0.02 0.03 0.01 -0.2422
C -1.5037 -1.4924 3.2452 0.00 0.09 0.00 -0.2656
C -1.2034 -0.3111 4.1549 0.00 -0.04 0.01 -0.0652
C -2.0793 -2.2593 1.0436 -0.01 0.00 -0.03 -0.2184
C -2.2470 -1.9462 -0.4539 0.03 0.08 0.04 -0.2469
N -1.5562 -0.7339 -0.8549 -0.01 -0.03 0.03 -0.0716
C -1.7828 -0.2517 -2.0826 0.24 -0.14 0.07 -0.2138
C -1.3437 1.0581 -2.4118 0.04 0.18 0.11 -0.1765
F -0.7563 1.7941 -1.4353 -0.11 -0.06 -0.18 0.0016
C -1.5028 1.6338 -3.6454 0.08 0.06 0.10 -0.2359
F -1.0386 2.8918 -3.8287 -0.03 -0.08 -0.03 0.0621
C -2.1272 0.9799 -4.6957 -0.01 0.02 -0.01 0.0251
C -2.5663 -0.2966 -4.4138 -0.01 -0.10 -0.03 -0.2370
F -3.1619 -1.0179 -5.3931 0.04 0.06 0.06 0.0593
C -2.3985 -0.9008 -3.1843 -0.05 -0.06 -0.06 -0.1427
F -2.7848 -2.2029 -3.0922 -0.03 0.06 -0.01 0.0443
H -5.1271 0.0130 2.4801 0.00 -0.02 0.01 0.0735
H -4.1487 -0.8298 3.6765 0.00 0.00 0.00 0.0598
H -4.6657 -1.6656 2.2070 0.01 0.01 0.00 0.0641
H -2.7598 0.7674 2.2860 0.00 -0.01 0.02 0.0962
H -3.3145 -0.0067 0.8318 0.03 0.02 -0.01 0.1068
H -0.6004 -2.0983 3.1380 0.02 0.01 -0.03 0.0964
H -2.2616 -2.1445 3.7079 0.00 -0.03 0.00 0.1098
H -0.5769 0.4168 3.6426 0.02 0.01 0.00 0.0548
H -0.6742 -0.6564 5.0444 -0.03 -0.01 0.01 0.0773
H -2.1103 0.2012 4.4788 0.01 0.01 -0.02 0.0730
H -2.9375 -2.8737 1.3591 0.03 -0.05 0.00 0.1109
H -1.1936 -2.8814 1.1880 0.05 0.03 -0.02 0.0882
H -3.3167 -1.8778 -0.6881 -0.02 0.05 0.04 0.1104
H -1.8809 -2.8323 -0.9856 -0.07 -0.03 -0.02 0.1063
H -2.2641 1.4380 -5.6626 0.00 -0.01 0.01 0.1186
N 1.3346 -1.9732 0.9246 0.10 0.09 0.01 -0.0310
C 2.6574 -1.4255 1.2789 -0.08 -0.06 -0.01 -0.1989
C 2.6207 -0.1145 2.0860 -0.14 0.11 -0.13 -0.6194
O 3.4739 0.0303 2.9764 0.10 0.02 -0.01 -0.0399
N 1.7047 0.7523 1.6794 0.04 0.09 0.24 -0.0983
C 1.5472 1.9912 2.4229 0.08 -0.15 -0.10 -0.1802
C 0.1348 2.6081 2.3396 -0.12 -0.16 -0.14 -0.7052
O -0.0386 3.6536 2.9609 -0.03 0.11 0.06 -0.0216
O -0.7602 1.9914 1.6524 0.16 0.22 0.15 -0.1916
H 1.0582 -2.6962 1.5759 0.00 0.02 0.00 0.0570
H 1.3395 -2.3705 -0.0063 -0.01 0.01 -0.01 0.0652
H 3.1792 -1.2127 0.3444 0.01 -0.07 0.02 0.0814
H 3.2635 -2.1296 1.8496 0.00 -0.03 0.02 0.1043
H 2.2375 2.7633 2.0659 0.04 0.02 0.01 0.1130
H 1.7826 1.8490 3.4806 0.00 0.00 0.03 0.1120
O 1.5769 -0.0173 -1.4260 0.18 0.21 -0.15 -0.5895
S 2.1614 1.3732 -1.5091 -0.23 -0.11 0.31 0.9246
C 2.5248 1.6159 -3.2804 0.03 -0.05 -0.04 -0.3030
C 4.0355 1.4784 -3.4973 -0.01 -0.05 -0.01 -0.2353
C 4.5665 0.6226 -2.3470 -0.01 0.03 -0.01 -0.2393
C 3.9135 1.2098 -1.1056 0.04 -0.06 0.00 -0.3192
H 2.1108 2.5711 -3.5995 0.00 -0.01 -0.01 0.0849
H 1.9533 0.8107 -3.7436 0.01 0.02 -0.05 0.0931
H 4.5071 2.4633 -3.4607 0.00 0.01 -0.01 0.1075
H 4.2564 1.0457 -4.4738 -0.01 0.00 -0.01 0.1073
H 5.6554 0.6347 -2.2872 0.01 0.01 0.01 0.1100
H 4.2452 -0.4146 -2.4672 0.00 0.00 0.00 0.1123
H 4.2846 2.2132 -0.8804 0.00 -0.01 -0.01 0.1016
H 3.9579 0.6057 -0.2009 0.07 0.09 -0.02 0.0705
```
Positions in Å, forces in eV/Å.



This record from OMol25 describes a 4-piece molecular cluster, C20H29IN2O6 overall. The level of theory is ωB97M-V/def2-TZVPD.

Calculated values
- HOMO level: -0.31553 hartree
- SMILES: Ic1ccc2nccnc2c1.CCOC(C)=O.CCOC(C)=O.CCOC(C)=O

XYZ file:
```
58
Properties=species:S:1:pos:R:3:forces:R:3:lowdin_charge:R:1
I -0.0157 1.1901 -3.8242 0.00 0.10 0.02 0.8929
C -0.5892 -0.7217 -4.4130 0.61 -0.18 0.24 -0.7197
C -1.8478 -0.9107 -4.9908 -0.26 -0.43 -0.19 -0.1458
C -2.2323 -2.1682 -5.3711 -0.02 0.44 0.07 -0.0108
C -1.3808 -3.2680 -5.1826 -0.08 -0.27 -0.10 -0.2234
N -1.7891 -4.5106 -5.5644 -0.22 0.18 -0.07 0.1322
C -0.9475 -5.4767 -5.3555 -0.50 -0.02 -0.10 -0.1253
C 0.3074 -5.2764 -4.7687 0.42 0.14 0.20 -0.1253
N 0.7341 -4.1088 -4.3939 0.14 0.19 0.13 0.1370
C -0.1203 -3.0666 -4.5987 0.13 -0.10 -0.02 -0.2118
C 0.2692 -1.7713 -4.2207 -0.13 0.40 0.05 -0.0726
H -2.4991 -0.0697 -5.1314 -0.22 0.20 -0.06 0.0877
H -3.1914 -2.3359 -5.8172 -0.35 -0.11 -0.17 0.1107
H -1.2469 -6.4741 -5.6234 -0.14 -0.30 -0.18 0.1018
H 0.9501 -6.1240 -4.6131 0.30 -0.24 0.07 0.1011
H 1.2365 -1.6290 -3.7798 0.29 0.04 0.11 0.0711
O 3.1030 -1.0279 -2.7940 0.00 0.09 -0.07 0.0714
C 3.3355 -1.7372 -1.8531 0.23 -0.06 0.11 -0.5238
O 2.7134 -1.4889 -0.6880 -0.19 0.06 -0.10 0.0016
C 2.7914 -2.3832 0.4282 0.04 -0.07 0.24 -0.2256
C 4.0419 -2.1582 1.2505 0.09 0.00 -0.10 -0.0578
C 4.3560 -2.8479 -1.9238 -0.18 -0.23 -0.11 0.0163
H 2.7026 -3.4174 0.0929 0.00 0.02 -0.02 0.1137
H 1.9054 -2.1615 1.0204 0.01 0.04 0.00 0.1188
H 4.9441 -2.3683 0.6740 -0.03 -0.03 0.04 0.0662
H 4.0355 -2.8012 2.1292 -0.04 0.00 0.04 0.0871
H 4.0912 -1.1250 1.5872 -0.03 0.05 0.06 0.0722
H 5.3351 -2.4313 -1.6917 0.03 0.01 0.02 0.0947
H 4.3704 -3.2257 -2.9424 0.03 0.10 -0.04 0.0917
H 4.1568 -3.6792 -1.2521 0.07 0.06 0.03 0.0712
O 1.8172 -0.8655 3.7367 0.10 -0.16 0.00 0.0914
C 1.4198 0.1667 3.2683 0.08 0.14 -0.11 -0.5358
O 0.1332 0.2464 2.8921 -0.10 -0.06 0.14 0.0037
C -0.4657 1.4728 2.4548 -0.12 0.22 -0.15 -0.2339
C -0.2486 1.7147 0.9781 0.06 -0.07 -0.07 -0.0491
C 2.3350 1.3482 3.0381 -0.05 0.09 0.23 0.0184
H -0.1216 2.3101 3.0627 0.01 -0.02 -0.03 0.1027
H -1.5278 1.3497 2.6599 0.00 -0.07 0.02 0.1141
H 0.8081 1.8323 0.7388 0.01 0.05 0.02 0.0732
H -0.7735 2.6160 0.6621 -0.01 0.02 0.06 0.0806
H -0.6227 0.8682 0.4019 -0.02 0.01 -0.01 0.0824
H 2.7970 1.2394 2.0573 -0.01 0.01 -0.05 0.0898
H 3.1144 1.3234 3.7950 0.04 -0.10 -0.05 0.0912
H 1.8399 2.3148 3.0857 0.01 -0.03 -0.10 0.0732
O -1.0330 5.0695 2.7166 0.10 0.05 -0.05 0.1050
C -2.0602 4.7659 3.2559 -0.01 -0.01 0.18 -0.5335
O -2.8836 3.9074 2.6231 0.07 -0.14 -0.12 -0.0156
C -4.0152 3.3029 3.2546 -0.21 -0.01 0.05 -0.2422
C -5.2512 4.1729 3.1649 0.06 0.09 -0.02 -0.0611
C -2.4692 5.3370 4.5939 0.08 -0.17 0.10 0.0166
H -3.7786 3.0280 4.2835 0.00 0.02 -0.01 0.1131
H -4.1702 2.3759 2.7052 0.03 -0.01 -0.03 0.1222
H -5.1208 5.1137 3.6997 -0.01 -0.02 0.04 0.0693
H -6.1096 3.6537 3.5907 0.00 -0.02 0.00 0.0828
H -5.4680 4.4087 2.1236 -0.01 -0.03 -0.01 0.0851
H -3.0019 6.2709 4.4209 -0.04 0.03 0.00 0.0963
H -1.5664 5.5533 5.1583 0.03 0.08 -0.08 0.0914
H -3.0963 4.6775 5.1891 -0.05 0.07 -0.06 0.0712
```
Positions in Å, forces in eV/Å.



| no. | largest force on an atom (eV/Å) | DFT total energy (eV) | E_LUMO (eV) |
| --- | --- | --- | --- |
| 1 | 1.2 | -27463.524 | -4.9 |
| 2 | 0.7 | -242629.221 | 1.8 |
| 3 | 0.6 | -61633.154 | 2.4 |
| 4 | 0.7 | -44576.336 | -0.2 |